# 1
An isolated ion of composition C4H3O3 and charge -1 at a distorted geometry. Source: OMol25; level of theory: wB97M-V/def2-TZVPD.

The geometry in XYZ format:
```
10
Properties=species:S:1:pos:R:3:forces:R:3
C 0.8447 -0.0976 -0.0604 -0.879 0.242 0.306
H 3.6053 -0.7461 0.4501 -0.062 -1.073 0.683
H -3.0343 0.2467 -0.3302 0.706 0.009 -0.871
C -2.0507 -0.2481 -0.2796 1.336 -3.164 1.471
O -0.4709 1.6496 -0.2756 -0.993 1.191 0.557
O 3.3579 0.0216 -0.0317 0.535 1.595 -0.938
C -0.6765 0.4472 0.0438 0.300 0.515 -1.382
C 2.0428 0.1770 -0.1038 -1.608 -1.755 0.454
H -2.0530 -1.4354 -0.5232 -0.258 2.637 0.446
O -1.5653 -0.0149 1.1105 0.922 -0.197 -0.724
```
Forces are in eV/Å.

Its net charge is -1. The energy above the lowest of the compared OMol25 structures with the same formula, charge and spin comes out at 461.1 kJ/mol. The value obtained for the HOMO-LUMO gap is 6.304 eV. The total energy comes out at -379.78053 hartree.

# 2
A 4-piece molecular cluster, C3H15NO3S overall at a distorted geometry. Source: OMol25; level of theory: wB97M-V/def2-TZVPD.

The geometry in XYZ format:
```
23
Properties=species:S:1:pos:R:3:forces:R:3
S -2.4918 -0.3989 -1.7833 1.733 -1.171 2.171
H 0.6128 -1.8437 1.4875 0.275 -0.110 0.229
H -1.7766 -1.8380 0.2309 -0.132 0.043 -0.457
C -0.3338 -0.2481 0.3981 -0.201 0.348 -1.381
O 2.7363 1.4731 -1.0028 0.677 -0.113 1.949
H -2.8371 0.0064 1.5970 -0.359 1.202 -0.475
O 0.9179 0.7030 -2.7196 -0.013 0.588 -0.171
N 1.6684 0.0561 1.7233 0.390 -0.794 -0.140
H 1.5691 -1.2919 0.0818 -0.231 0.104 0.270
H 0.8856 1.3253 -3.4526 -0.386 -0.282 -0.402
H 3.3970 1.9980 -0.5233 -0.010 0.302 -0.761
H 2.3045 -0.4351 2.3491 -0.043 0.455 0.036
C 0.9493 -0.9670 0.9321 -1.539 1.397 -0.218
H 2.4478 0.9571 -0.2149 -0.368 -0.083 -0.499
H -0.4891 -1.8306 -1.0065 -0.344 -0.059 -0.365
H -0.9559 0.2520 1.1575 0.391 -0.534 0.378
C -1.1940 -1.2130 -0.4549 -0.650 0.658 -0.401
O -3.7684 -0.1871 1.6485 -0.629 -2.093 0.863
H -4.4804 0.4166 1.4539 0.910 0.849 -0.344
H 1.0112 0.5967 2.2827 0.211 -0.263 -0.036
H -1.6973 0.6577 -1.8198 0.173 0.476 -0.396
H -0.0214 0.6230 -0.2067 0.106 -0.499 -0.054
H 1.5460 1.1886 -2.1581 0.039 -0.421 0.203
```
Forces are in eV/Å.

Its net charge is 0. The energy above the lowest of the compared OMol25 structures with the same formula, charge and spin comes out at 82.1 kJ/mol. The value obtained for the HOMO-LUMO gap is 9.381 eV. The total energy comes out at -801.91842 hartree.

# 3
C42H38N8NaS4Si as an isolated structure. Source: OMol25; level of theory: wB97M-V/def2-TZVPD.

The geometry in XYZ format:
```
94
Properties=species:S:1:pos:R:3:forces:R:3
N 3.7919 0.7464 0.7121 0.008 -0.014 0.038
C -0.6160 -3.6278 -1.5556 -0.016 -0.050 -0.170
S -3.6305 -4.6807 1.9003 -0.044 0.018 -0.062
C 2.5236 -3.8349 2.6116 0.054 0.006 -0.023
C 4.6300 -1.1263 1.5168 -0.020 -0.059 -0.050
N -1.5094 -3.0503 -0.8569 -0.027 -0.268 0.222
H -4.9889 -2.9391 2.8732 0.015 0.013 0.010
C 1.2376 -3.4939 -3.2020 -0.002 -0.008 -0.006
C -1.5870 2.4406 -4.2453 0.010 -0.009 -0.015
C 0.2935 2.8779 2.8015 0.016 -0.019 0.009
H -4.1607 3.0751 -2.4911 0.001 -0.009 0.001
H 1.6000 3.0708 4.4958 0.002 -0.007 0.001
C -5.9545 2.7343 0.3602 0.014 -0.004 -0.001
C 3.5505 -0.1950 -0.2401 0.020 0.031 0.038
C 1.6086 1.0877 3.6703 0.044 -0.054 -0.002
C 3.9755 -4.5908 4.8611 0.005 -0.013 -0.012
Na -0.5001 -0.9754 -0.1324 -0.227 0.563 -0.206
H 4.4495 -6.3740 3.7644 0.000 0.004 0.003
C 0.3593 -1.0205 -3.8807 -0.020 0.002 0.006
H -3.1103 -0.3499 -3.1210 0.006 0.008 -0.002
C -5.0426 1.9949 1.1002 0.002 0.011 -0.007
C 1.4446 -1.5520 -4.5666 -0.006 0.007 -0.016
H -0.0594 3.9001 2.8038 0.004 -0.001 0.000
H 1.5505 -4.4851 -2.8959 -0.003 0.007 0.000
C -2.0535 1.5124 -3.3100 0.036 -0.037 0.040
N 4.0976 -1.3381 0.2581 0.021 0.011 0.044
C 1.8943 -2.8115 -4.2121 -0.010 -0.006 0.017
H 1.7823 -1.2789 4.5635 0.010 0.000 0.005
H 2.2853 2.1678 0.4261 -0.005 -0.002 -0.001
N 1.8926 -1.7742 3.6979 -0.088 -0.007 0.006
Si -1.7030 1.5388 -1.4156 -0.037 0.204 -0.018
C 2.5725 -2.9958 3.7225 0.036 0.000 0.040
C 0.7489 5.5839 -0.7646 0.003 -0.006 -0.003
H 3.9258 -2.2277 -0.1785 -0.005 -0.014 -0.004
H 3.8393 2.5772 -0.2922 0.005 0.005 0.004
C -2.5051 1.1764 -6.0808 -0.005 -0.004 0.009
H 2.3408 0.7097 4.3725 -0.006 0.000 0.002
H 4.5290 -4.8801 5.7447 -0.003 0.001 -0.001
H 1.3413 6.4736 -0.5830 -0.002 -0.002 -0.001
H -0.0206 -0.0319 -4.1200 0.009 0.000 0.012
H 3.3453 -2.7087 5.6934 0.003 -0.006 -0.001
C -1.8003 2.2756 -5.6114 0.004 0.000 0.012
S 1.5571 -3.3808 1.2070 -0.072 -0.084 -0.006
H 2.3694 4.4712 -1.6377 -0.004 0.003 0.000
C -1.3548 4.4073 -0.6595 0.016 0.003 0.010
C 3.9331 -5.4234 3.7564 -0.001 -0.001 0.012
H -3.5586 -3.2920 3.8642 -0.006 0.001 0.003
C -0.1603 1.9950 1.8278 -0.006 -0.010 -0.040
H 4.7305 0.7574 2.6548 -0.002 0.000 -0.011
H -6.3394 3.6819 -1.5287 0.000 -0.002 0.005
H -6.9166 3.0000 0.7832 0.002 0.000 0.000
H -1.4171 3.0126 -6.3094 -0.003 -0.004 -0.001
C 3.3633 2.1239 0.5768 -0.009 -0.017 0.004
N -0.2828 -1.6674 -2.9166 0.140 -0.103 0.089
H -4.9314 -4.4336 3.8390 0.000 -0.007 -0.013
C 0.1459 -2.8896 -2.5814 -0.013 0.085 -0.086
C -0.8027 3.2567 -1.2352 -0.018 -0.071 -0.006
C -4.3971 2.7681 -1.4768 0.005 0.034 0.030
C 1.3218 4.4613 -1.3534 -0.032 -0.007 0.003
H -0.4214 -4.6975 -1.4538 -0.077 -0.020 -0.018
H 3.6367 2.6658 1.4797 -0.006 -0.005 0.009
H -3.5415 -0.6224 -5.5214 0.002 0.003 -0.002
N -2.2886 -3.8909 -0.0984 0.139 -0.017 -0.002
C 4.4500 0.1790 1.7926 -0.011 0.074 -0.014
C -3.8162 1.6460 0.5437 -0.028 -0.013 -0.002
C -2.9931 0.2446 -5.1700 0.017 0.013 0.016
C -0.5949 5.5491 -0.4181 -0.009 -0.010 -0.003
S 2.7575 0.0150 -1.6897 0.018 -0.100 -0.009
C -5.6291 3.1149 -0.9363 0.017 0.002 -0.013
H 1.0411 2.4422 -1.9890 -0.006 -0.004 0.002
C -2.5537 -3.4862 1.1061 0.059 -0.082 0.032
H -1.0382 3.3120 -3.9029 -0.001 -0.007 0.002
H 5.0788 -1.9122 2.0977 -0.003 0.002 -0.006
H -2.4047 4.4122 -0.3838 0.006 -0.009 -0.005
C -4.3425 -3.7291 3.2503 0.045 -0.009 0.032
N 1.2922 -1.7254 1.4163 0.338 -0.090 -0.046
C 1.4451 -1.1634 2.5454 -0.064 -0.153 0.024
H -5.2919 1.6703 2.1044 0.000 0.001 -0.003
N 0.2365 0.7314 1.7500 -0.061 -0.041 0.079
H 3.1771 -5.6796 1.7597 0.002 0.009 0.001
C 1.0877 0.2774 2.6669 -0.016 0.192 0.015
C 3.3079 -3.3718 4.8361 -0.014 0.035 -0.006
C 0.5587 3.3209 -1.5690 0.024 0.038 -0.008
H 1.9255 -0.9785 -5.3477 -0.005 -0.003 0.006
H -0.8606 2.3191 1.0698 -0.008 -0.012 -0.003
H -2.6723 1.0444 -7.1436 0.000 0.001 0.003
C -3.4528 2.0340 -0.7501 0.004 -0.074 -0.035
H -1.0602 6.4183 0.0353 0.008 0.000 -0.001
C 1.2040 2.4139 3.7310 -0.002 0.036 0.010
C 3.2168 -5.0340 2.6295 0.020 0.014 -0.019
H 2.7461 -3.2555 -4.7125 -0.001 -0.004 0.003
S -1.9341 -2.1484 1.9599 -0.155 0.103 0.084
H -3.1355 1.0247 1.1206 0.000 0.004 -0.006
C -2.7590 0.4099 -3.8130 -0.031 0.009 -0.027
```
Forces are in eV/Å.

Its net charge is -1. The energy above the lowest of the compared OMol25 structures with the same formula, charge and spin comes out at 69.4 kJ/mol. The value obtained for the HOMO-LUMO gap is 5.051 eV. The total energy comes out at -4105.99168 hartree.

# 4
C22H52B4Cl6F3MgN3O12P2 as an isolated structure at a distorted geometry. Source: OMol25; level of theory: wB97M-V/def2-TZVPD.

The geometry in XYZ format:
```
105
Properties=species:S:1:pos:R:3:forces:R:3
H -2.6077 5.4249 -1.1171 -0.063 0.036 0.017
C 1.2970 0.2895 1.1721 -0.209 -0.265 0.291
C 4.3442 2.5274 2.1638 -0.064 0.129 -0.057
H 0.3720 2.6534 1.8968 -0.041 0.068 0.053
C -1.3216 6.8576 0.8470 -0.209 -0.003 0.333
H 8.3628 4.4833 3.3235 0.043 -0.082 0.036
H 9.1829 1.6155 2.1385 -0.030 -0.014 0.109
O -5.4473 1.0185 -2.2314 -0.203 0.517 0.350
H -2.8824 -4.3367 -2.3296 -0.018 -0.183 0.065
H 3.9400 0.5513 1.4398 -0.067 -0.059 0.064
C -11.0348 -6.3772 -2.7744 -0.071 0.002 -0.002
H 3.9538 3.2385 2.8945 -0.015 0.010 -0.003
H -1.6184 -3.9254 -3.5280 -0.163 0.292 0.144
F -1.1872 -4.5391 -5.2227 0.703 -0.782 -0.273
C 2.8421 -1.5667 0.3751 0.058 0.124 0.085
H 5.0496 2.5377 0.1299 -0.015 -0.057 0.049
O -1.2353 4.3954 1.0377 0.139 -0.151 0.181
H 1.0045 0.3282 0.1236 0.063 0.080 -0.047
H 7.7290 1.8914 1.1818 -0.011 0.027 -0.007
P -2.0664 -2.0797 -1.9825 0.500 1.109 -1.000
H 3.3725 -2.4519 0.7222 -0.028 -0.048 -0.018
H 3.5925 -0.8507 0.0142 0.012 -0.061 -0.009
F -9.4825 -8.9532 -4.0136 0.021 -0.106 0.178
C 10.6491 3.1656 4.1203 -0.007 0.040 0.127
B -9.7222 -7.6177 -4.2175 -0.091 -0.212 -0.247
P -7.5254 -2.9371 -1.3677 0.280 -0.234 -1.093
H -0.1387 -3.2206 -1.1247 0.133 -0.041 -0.174
C -1.5834 -7.3959 -4.4016 -0.862 1.344 -0.613
Cl -0.2264 -6.3413 -4.4109 -0.539 0.160 0.151
C -2.4728 -3.5558 -2.9649 -0.489 -0.149 1.086
H -9.2950 -3.4372 1.3211 0.031 -0.098 -0.297
O -11.9444 -5.8749 -2.1689 0.027 0.045 0.103
O -11.1074 -7.2442 -3.7471 0.257 0.052 0.045
C 2.2822 2.3021 0.1337 0.185 0.113 -0.132
H 9.8106 3.1511 4.8196 -0.015 -0.014 -0.011
C 10.5357 4.3325 3.1446 0.038 -0.314 -0.032
N 11.5708 4.1916 2.1190 -0.141 0.152 -0.102
H -8.6995 -2.3464 -0.8033 0.019 -0.188 0.391
H -2.3168 3.7025 -1.3173 -0.080 -0.019 0.033
C -2.8950 4.4385 -0.7547 0.173 0.009 -0.093
H -7.4393 -3.9285 -3.2519 -0.214 0.004 -0.277
H 11.5736 5.0161 1.5259 0.097 0.052 0.061
H -3.2564 -3.2653 -3.6570 0.000 0.005 -0.288
O 0.5139 5.5737 1.6308 0.192 -0.140 0.053
H 0.3869 0.3938 1.7615 0.061 0.103 0.086
C 8.3578 2.3108 1.9696 0.018 -0.041 -0.184
H 5.1151 4.1103 0.9178 0.001 -0.003 0.078
H 3.2652 0.8743 3.0460 0.000 -0.097 -0.031
O -4.7604 -2.3762 -0.8770 -0.331 0.096 -0.954
C -0.6163 5.5780 1.2246 -0.138 0.211 -0.261
Cl -2.2288 -7.6131 -6.0019 0.063 -0.167 0.052
C 1.3227 2.4348 2.3721 0.046 -0.006 0.066
H 2.6531 4.3156 0.8215 -0.028 -0.008 0.000
H -2.9090 3.2823 1.0501 0.095 -0.015 0.038
H 9.0857 5.4778 2.0631 0.001 -0.022 -0.062
Cl -0.7106 -11.2065 -4.7993 -0.338 0.974 0.594
H -7.3622 -4.1983 -0.7807 -0.073 0.113 0.517
H -2.4055 6.8020 0.8944 0.010 -0.041 -0.124
H 2.7249 1.5815 -0.5558 -0.024 -0.036 0.007
H 1.8452 3.3620 2.5748 -0.083 0.056 -0.006
H -1.2822 -3.0480 0.1782 0.081 0.032 0.241
F -9.5356 -7.2593 -5.5258 0.015 0.171 -0.088
C 3.1441 3.5444 0.2247 0.153 0.131 0.122
H 7.7655 2.4019 2.8865 0.048 -0.005 0.034
B -5.1718 0.1788 -1.2219 0.317 0.190 1.060
O -9.1218 -5.3270 -1.6544 0.006 0.043 0.438
Cl -2.8086 -6.8144 -3.2964 0.158 -0.416 -0.086
O -3.8763 -0.1694 -0.8390 -0.226 0.143 -0.907
H -7.9651 -3.0166 2.1664 -0.001 0.038 0.018
C 3.4523 1.2972 2.0631 0.341 0.101 -0.017
H 1.0937 -1.8082 1.6645 1.248 1.192 -0.078
O -6.1918 -0.5067 -0.5531 -0.388 0.111 -1.206
O -8.3741 -3.6735 1.5711 -0.096 -0.024 0.251
H 1.1738 1.8796 3.2950 -0.036 -0.030 -0.002
C 9.1349 4.4963 2.5416 -0.002 0.315 -0.006
H -3.2122 4.9830 1.3263 0.042 0.048 0.002
C 4.5104 3.2091 0.8079 -0.356 -0.200 0.491
B -3.6944 -1.5118 -1.1454 0.946 -0.709 0.983
O 8.8148 3.5699 1.5206 -0.128 -0.062 0.073
H 5.3155 2.2079 2.5420 -0.027 -0.106 0.032
C -2.6300 4.2837 0.7263 -0.257 -0.033 -0.141
H -0.3343 -1.6498 -0.3843 0.126 0.186 0.281
Cl 0.4955 -3.2632 2.7800 -0.567 -0.657 0.380
H 2.4700 -1.0063 2.4444 -0.174 -0.111 0.097
H -8.2969 -4.5877 1.9136 -0.037 -0.090 -0.166
H -0.9999 7.6340 1.5353 0.155 0.024 -0.067
H 3.2538 3.9682 -0.7781 -0.084 -0.092 -0.042
Mg 6.1151 4.2928 -1.3984 0.427 0.277 -0.582
N -7.5430 -2.9702 -2.9354 0.325 0.258 0.117
B -6.0200 -1.8357 -0.8638 -0.378 -0.377 1.236
H -4.6728 1.5175 -2.5047 0.126 -0.097 -0.271
H -3.9549 4.2937 -0.9632 -0.013 -0.021 -0.002
H -1.0202 7.1343 -0.1625 0.008 -0.004 -0.012
C 1.9460 -1.0287 1.4917 -0.474 -0.517 -0.708
H 11.2921 3.4396 1.4951 0.065 -0.086 0.043
C -9.5356 -6.0905 -2.5041 -0.132 0.056 0.061
H 1.2791 2.5496 -0.2089 -0.040 -0.085 -0.021
H 11.5667 3.2528 4.6996 0.044 -0.005 -0.033
Cl -0.9317 -8.9852 -3.7726 1.095 -1.595 -0.393
N 2.1203 1.5843 1.4453 -0.359 0.105 -0.141
H 10.7447 5.2492 3.7038 -0.051 0.045 -0.030
C -0.8626 -2.5417 -0.6840 -0.412 -0.433 0.102
H 10.6840 2.2061 3.6046 -0.022 0.010 -0.039
O -8.8121 -6.7872 -3.3142 -0.075 -0.015 -0.051
H 2.2399 -1.8624 -0.4867 -0.001 0.023 -0.012
```
Forces are in eV/Å.

Its net charge is 0. The value obtained for the HOMO-LUMO gap is 1.821 eV. The total energy comes out at -5979.55455 hartree.

Question: Look up the net charge of the third one.
Answer: -1